Entry 1:
Entry from the OMol25 dataset: a structure of composition C56H54BrFN6O5PbS3 (ωB97M-V/def2-TZVPD).

Geometry as XYZ:
```
127
Properties=species:S:1:pos:R:3:lowdin_charge:R:1
Pb -1.05762 1.57165 2.03185 1.461
F 0.26721 -2.31824 -4.25258 0.052
C 1.23426 -2.00519 -3.35205 -0.179
C 0.83930 -1.33649 -2.22276 0.029
C 1.76009 -0.96735 -1.24019 -0.047
C 1.33307 -0.17812 -0.08350 -0.314
O 0.16818 0.24566 0.00521 -0.248
C 2.37457 0.07031 0.87098 -0.007
C 3.64040 -0.36374 0.64845 0.054
N 4.02489 -1.06890 -0.43986 0.012
C 5.40960 -1.41646 -0.59643 -0.258
C 5.83092 -2.85987 -0.57179 -0.095
C 6.16449 -1.96326 0.57591 -0.073
C 3.10033 -1.36583 -1.40916 -0.110
C 3.47309 -2.04952 -2.57165 0.061
C 2.57875 -2.33887 -3.59456 -0.129
N 3.04715 -2.96513 -4.76103 -0.085
C 2.11652 -3.32831 -5.82488 -0.129
C 2.88517 -3.99559 -6.97316 -0.088
N 4.02181 -4.74979 -6.39269 0.062
C 5.04533 -3.81377 -5.84607 -0.073
C 4.32938 -2.56547 -5.30573 -0.131
C 2.13239 0.90689 2.12262 -0.616
O 3.04580 1.64711 2.47150 0.030
O 1.02258 0.75270 2.70534 -0.183
H -0.20049 -1.08436 -2.09205 0.095
H 4.41332 -0.12236 1.36474 0.151
H 5.93845 -0.75048 -1.27375 0.159
H 6.61973 -3.16296 -1.24241 0.104
H 5.07354 -3.60885 -0.40271 0.114
H 7.18354 -1.64785 0.71956 0.113
H 5.62526 -2.12487 1.49461 0.113
H 4.49520 -2.37040 -2.66129 0.097
H 1.57143 -2.46412 -6.22854 0.142
H 1.38396 -4.02670 -5.41180 0.137
H 3.28267 -3.26235 -7.67731 0.141
H 2.22402 -4.66739 -7.52103 0.146
H 4.44424 -5.37895 -7.08179 0.194
H 3.65027 -5.31969 -5.62324 0.193
H 5.74426 -3.53404 -6.63551 0.143
H 5.59679 -4.32618 -5.05703 0.141
H 4.20460 -1.82292 -6.10660 0.139
H 4.94629 -2.10086 -4.54103 0.123
O -1.81189 2.46081 -0.31058 -0.616
S -1.52136 1.58818 -1.48080 1.001
C -2.36808 2.39303 -2.87455 -0.359
C -2.37092 3.76922 -3.00514 -0.061
C -2.98983 4.34576 -4.10076 -0.057
C -3.60654 3.54411 -5.04890 -0.067
C -3.62650 2.16725 -4.89503 -0.071
C -3.00522 1.58642 -3.80221 -0.092
C 0.14241 2.05235 -2.02821 -0.351
C 0.67301 1.46612 -3.16392 -0.089
C 2.00513 1.67791 -3.47565 -0.074
C 2.79500 2.45772 -2.64687 -0.070
C 2.24920 3.05807 -1.52417 -0.048
C 0.91529 2.85986 -1.21510 -0.060
H -1.89420 4.37304 -2.24906 0.117
H -2.98779 5.41836 -4.21824 0.112
H -4.07799 3.99530 -5.90800 0.110
H -4.12741 1.54995 -5.62547 0.108
H -3.01713 0.51495 -3.66835 0.103
H 0.04794 0.85388 -3.79726 0.115
H 2.43113 1.22049 -4.35674 0.104
H 3.83860 2.60685 -2.87710 0.106
H 2.86695 3.66354 -0.87996 0.111
H 0.47183 3.30267 -0.33575 0.095
S -2.12932 -1.20008 1.80431 0.608
C -1.78205 -2.42376 3.07616 -0.533
C -2.39173 -2.19237 4.29963 -0.134
C -2.20705 -3.09632 5.32830 -0.075
C -1.44919 -4.23855 5.12765 -0.073
C -0.85005 -4.46174 3.90122 -0.070
C -0.99910 -3.54567 2.87265 -0.112
H -3.00244 -1.31287 4.43797 0.106
H -2.65539 -2.90654 6.28965 0.112
H -1.32377 -4.94931 5.92899 0.108
H -0.26693 -5.35490 3.73910 0.108
H -0.51447 -3.71232 1.92343 0.067
Br -5.30122 5.80588 2.11648 0.773
C -5.17623 3.91515 2.11444 -0.652
C -6.30387 3.11212 2.20617 -0.084
C -6.11277 1.74029 2.21158 -0.032
C -4.82086 1.23908 2.15370 -0.135
N -3.75082 2.01736 2.07806 -0.025
C -3.92147 3.32681 2.04063 -0.228
H -7.29144 3.54227 2.26939 0.114
H -6.95615 1.07327 2.26812 0.113
H -4.63314 0.17561 2.16605 0.079
H -3.03257 3.92982 1.93621 0.090
S -1.39567 -2.04084 0.09828 0.724
C -2.90334 -2.59040 -0.68579 -0.555
C -2.95652 -3.88779 -1.16559 -0.107
C -4.08834 -4.32025 -1.83288 -0.074
C -5.15991 -3.45902 -2.00624 -0.073
C -5.09307 -2.15894 -1.53004 -0.071
C -3.95912 -1.71206 -0.87552 -0.122
H -2.10909 -4.53833 -1.01909 0.102
H -4.13217 -5.32928 -2.21327 0.108
H -6.04778 -3.79827 -2.51709 0.108
H -5.92369 -1.48577 -1.68255 0.110
H -3.88930 -0.69332 -0.52062 0.089
C 1.62169 3.79811 3.91872 0.002
C 0.97504 4.42268 2.74884 -0.458
C 1.60132 5.68422 2.23143 0.003
O 0.00009 3.94745 2.17300 -0.088
H 2.22072 4.49255 4.49783 0.095
H 2.29468 3.01499 3.52217 0.076
H 0.90446 3.27044 4.54040 0.077
H 1.79045 6.38272 3.04112 0.090
H 0.96843 6.15022 1.48168 0.088
H 2.56207 5.43510 1.78518 0.098
N -1.88040 3.43104 6.18574 0.150
C -1.93255 3.30477 4.84546 -0.160
N -1.49192 2.14860 4.42192 -0.006
C -1.10911 1.45342 5.54860 -0.230
C -0.55241 0.18661 5.69141 -0.013
C -0.27534 -0.23849 6.97391 -0.068
C -0.53557 0.56124 8.09164 -0.072
C -1.07628 1.82420 7.96787 -0.007
C -1.35746 2.25917 6.68132 -0.186
H -2.17698 4.22759 6.72713 0.172
H -2.29121 4.08076 4.19962 0.127
H -0.32824 -0.41203 4.82424 0.100
H 0.15445 -1.21590 7.12847 0.108
H -0.29734 0.18553 9.07483 0.109
H -1.27496 2.44116 8.82921 0.114
```

- LUMO level (Eh) = -0.168
- energy relative to the best compared isomer or geometry (same formula, charge and spin) (kJ/mol) = 83.7
- HOMO-LUMO gap (eV) = 7.14
- net charge = +2
- DFT total energy (eV) = -188628.7886
- HOMO energy (eV) = -11.707
- largest force on an atom (eV Å⁻¹) = 2.0

---

Entry 2:
Entry from the OMol25 dataset: a structure of composition C56H56AsN2O6SSeTa (ωB97M-V/def2-TZVPD).

Geometry as XYZ:
```
124
Properties=species:S:1:pos:R:3:lowdin_charge:R:1
Ta 0.31587 -0.76223 -0.30035 1.347
O 1.61206 2.31861 -0.52352 -0.072
C 0.50114 2.92613 -1.18605 -0.311
C -0.78691 2.22926 -0.66302 -0.429
O -1.86136 2.72225 -0.50560 0.156
O -0.55858 0.92253 -0.40691 -0.274
C 0.48091 4.43241 -0.97633 -0.130
C -0.59499 5.19443 -1.42614 -0.016
C -0.59155 6.56913 -1.26696 -0.051
C 0.48626 7.20434 -0.66478 -0.065
C 1.56776 6.45476 -0.23664 -0.061
C 1.56925 5.07496 -0.39816 -0.022
C 0.62650 2.60617 -2.67193 -0.161
C -0.49180 2.40494 -3.46949 -0.035
C -0.34517 2.12927 -4.82154 -0.060
C 0.91994 2.04366 -5.38297 -0.068
C 2.03910 2.26063 -4.58938 -0.058
C 1.89258 2.54706 -3.24179 -0.018
H 1.73194 2.76458 0.32674 0.111
H -1.43827 4.71731 -1.90344 0.112
H -1.43410 7.14880 -1.61821 0.113
H 0.48554 8.27843 -0.54171 0.112
H 2.42153 6.93979 0.21629 0.111
H 2.44973 4.52259 -0.09134 0.105
H -1.49074 2.48220 -3.05406 0.110
H -1.22515 1.99315 -5.43523 0.103
H 1.03391 1.83434 -6.43840 0.111
H 3.02971 2.22171 -5.02305 0.115
H 2.76754 2.73021 -2.63194 0.107
C 1.08682 -7.50016 3.61087 -0.023
O 1.10862 -6.64804 2.45903 -0.027
C 0.86318 -5.35671 2.59410 -0.250
C 0.58474 -4.73364 3.83249 0.022
C 0.36828 -3.38718 3.86975 0.020
C 0.41061 -2.58993 2.70126 -0.114
C 0.28772 -1.18470 2.77366 -0.309
C 0.09056 -0.46713 4.06925 0.028
O 0.34831 -0.43180 1.73917 -0.166
C 0.67584 -3.25197 1.46227 -0.296
O 0.74126 -2.53638 0.34018 -0.351
C 0.89784 -4.60640 1.41595 0.094
H 1.31819 -8.49269 3.24053 0.104
H 0.09807 -7.50073 4.06916 0.105
H 1.84251 -7.19154 4.33327 0.102
H 0.54606 -5.31083 4.74322 0.118
H 0.16666 -2.92165 4.82421 0.126
H -0.76362 -0.87098 4.61249 0.107
H -0.07009 0.58937 3.87495 0.100
H 0.97167 -0.58475 4.70325 0.111
H 1.11564 -5.09280 0.47617 0.151
S 0.94426 -0.86665 -2.57781 0.668
C 2.65065 -1.17746 -2.95091 -0.608
C 2.96649 -1.46865 -4.27391 -0.103
C 4.29258 -1.62473 -4.64227 -0.048
C 5.30836 -1.47462 -3.70602 -0.050
C 4.99203 -1.17929 -2.39070 -0.083
C 3.66145 -1.04325 -2.00460 -0.406
As 3.17700 -0.66338 -0.18766 1.336
C 4.50330 0.66167 0.34438 -0.348
C 4.45922 1.90988 -0.27274 -0.116
C 5.43332 2.85621 0.00101 -0.059
C 6.45985 2.56291 0.88800 -0.057
C 6.51637 1.31431 1.48864 -0.060
C 5.54532 0.35956 1.21728 -0.092
C 3.69353 -2.25420 0.79530 -0.379
C 3.58105 -2.24547 2.18461 -0.134
C 3.90925 -3.37511 2.91875 -0.067
C 4.34141 -4.52252 2.26641 -0.064
C 4.43580 -4.54012 0.88287 -0.056
C 4.10961 -3.40909 0.14518 -0.079
H 2.17798 -1.55514 -5.00920 0.108
H 4.53487 -1.85279 -5.67121 0.118
H 6.34224 -1.58354 -4.00231 0.117
H 5.77928 -1.05155 -1.65606 0.118
H 3.66810 2.13889 -0.97902 0.065
H 5.39584 3.82095 -0.48717 0.113
H 7.21991 3.30199 1.10046 0.115
H 7.32518 1.07283 2.16480 0.114
H 5.62542 -0.61331 1.67717 0.095
H 3.25872 -1.34586 2.70066 0.112
H 3.84128 -3.35542 3.99857 0.116
H 4.61205 -5.40055 2.83775 0.115
H 4.77191 -5.43331 0.37299 0.116
H 4.18976 -3.43169 -0.93524 0.105
C -5.28032 -1.37779 1.22386 -0.108
C -5.72007 -1.06611 -0.20230 -0.248
C -5.49633 0.39168 -0.59842 -0.164
C -4.03057 0.76874 -0.79039 -0.136
N -3.48092 0.13821 -1.99486 0.018
C -2.74307 -0.97551 -2.06483 -0.570
Se -2.04325 -1.94857 -0.60206 0.853
N -2.58118 -1.33321 -3.34668 0.004
C -1.93081 -2.53666 -3.87150 -0.157
C -2.96298 -3.57655 -4.30100 -0.168
C -3.70255 -4.23252 -3.13642 -0.248
C -2.83355 -5.19852 -2.33912 -0.108
C -3.27386 -0.43129 -4.14347 -0.138
C -3.43809 -0.35717 -5.52261 0.006
C -4.18146 0.70325 -5.99914 -0.052
C -4.73507 1.66317 -5.13559 -0.047
C -4.57392 1.58638 -3.76687 0.013
C -3.83527 0.50938 -3.28671 -0.141
H -5.56558 -2.39034 1.50730 0.079
H -5.75269 -0.69092 1.92750 0.082
H -4.19858 -1.29341 1.34746 0.022
H -6.78199 -1.29378 -0.30779 0.116
H -5.20680 -1.72779 -0.91069 0.084
H -5.90338 1.04696 0.17528 0.127
H -6.04409 0.62000 -1.51594 0.112
H -3.41490 0.45628 0.05153 0.095
H -3.90072 1.84360 -0.90185 0.114
H -1.27054 -2.92124 -3.09589 0.071
H -1.31143 -2.22004 -4.71152 0.127
H -2.43819 -4.34268 -4.87687 0.126
H -3.67509 -3.10859 -4.98469 0.109
H -4.56461 -4.77037 -3.53419 0.116
H -4.11526 -3.46091 -2.47600 0.084
H -2.41847 -5.96739 -2.99201 0.082
H -3.41734 -5.69902 -1.56713 0.079
H -2.00382 -4.68960 -1.84464 0.027
H -3.00592 -1.08815 -6.19156 0.122
H -4.33794 0.80396 -7.06402 0.117
H -5.30539 2.47928 -5.55598 0.117
H -5.00611 2.32383 -3.10531 0.125
```

- LUMO level (Eh) = -0.232
- energy relative to the best compared isomer or geometry (same formula, charge and spin) (kJ/mol) = 77.2
- HOMO-LUMO gap (eV) = 6.51
- net charge = +2
- DFT total energy (eV) = -212810.7330
- HOMO energy (eV) = -12.820
- largest force on an atom (eV Å⁻¹) = 0.6

---

Entry 3:
Entry from the OMol25 dataset: a structure of composition C56H56CdN5O2P2SSe (ωB97M-V/def2-TZVPD).

Geometry as XYZ:
```
124
Properties=species:S:1:pos:R:3:lowdin_charge:R:1
Cd 0.05656 -0.22666 0.55773 1.341
C -2.91277 -3.85444 4.45702 -0.107
C -3.05924 -2.45635 3.86941 -0.292
N -1.90678 -1.61019 4.11791 -0.017
C -0.82083 -1.47914 3.31122 -0.828
S -0.60726 -2.52355 1.93491 0.517
N 0.03938 -0.55967 3.71947 -0.014
N 0.93319 -0.23522 2.76490 -0.089
C 2.09415 0.18000 3.07250 -0.298
C 2.58984 0.30750 4.47810 -0.035
C 2.96947 0.50614 1.92485 -0.220
C 4.24538 1.02471 2.12048 -0.022
C 5.05948 1.25547 1.02274 -0.069
C 4.58147 0.96337 -0.23896 -0.066
C 3.28810 0.47286 -0.34541 -0.255
N 2.50132 0.24474 0.69576 0.039
H -3.81838 -4.44324 4.28152 0.065
H -2.07053 -4.36516 3.98951 0.051
H -2.73433 -3.80715 5.53422 0.066
H -3.22506 -2.51649 2.79556 0.070
H -3.92697 -1.95202 4.30012 0.112
H -1.98583 -0.86940 4.79648 0.123
H 1.87258 -0.15983 5.14731 0.062
H 3.56611 -0.16690 4.59827 0.074
H 2.68777 1.35990 4.76151 0.084
H 4.59253 1.24164 3.12090 0.100
H 6.05328 1.66440 1.15801 0.102
H 5.16611 1.14706 -1.13042 0.102
H 2.85585 0.25901 -1.31075 0.017
O -1.42719 -0.21069 -1.68315 -0.386
P -1.17206 -0.03744 -3.13811 0.699
C 0.47008 -0.67597 -3.58222 -0.306
P 0.84632 -2.06695 -2.47986 0.729
O 1.08223 -1.67647 -1.05932 -0.412
C 2.32936 -2.83163 -3.18951 -0.247
C 3.50864 -2.08397 -3.17174 -0.066
C 4.68968 -2.62221 -3.65448 -0.076
C 4.70794 -3.91844 -4.15434 -0.089
C 3.54559 -4.67303 -4.16350 -0.083
C 2.35933 -4.13340 -3.68133 -0.068
C -0.51927 -3.20947 -2.69843 -0.292
C -0.96170 -3.61249 -3.95934 -0.109
C -2.04148 -4.47115 -4.07100 -0.098
C -2.68998 -4.91761 -2.92335 -0.088
C -2.25845 -4.51016 -1.67030 -0.056
C -1.16789 -3.65701 -1.55361 -0.060
C -1.40480 1.58343 -3.88291 -0.296
C -0.48875 2.19110 -4.73403 -0.092
C -0.76908 3.43550 -5.27922 -0.076
C -1.96496 4.07291 -4.98074 -0.084
C -2.88808 3.46076 -4.14489 -0.075
C -2.61344 2.21795 -3.59795 -0.071
C -2.31133 -1.07022 -4.09323 -0.278
C -3.28805 -1.76416 -3.38874 -0.067
C -4.20561 -2.55204 -4.07423 -0.088
C -4.13699 -2.65678 -5.45521 -0.100
C -3.16114 -1.95924 -6.16247 -0.085
C -2.25768 -1.15788 -5.48323 -0.087
H 1.22074 0.10483 -3.41334 0.029
H 0.51261 -0.99448 -4.62701 0.076
H 3.50840 -1.08253 -2.75962 0.090
H 5.59806 -2.03343 -3.63205 0.104
H 5.63226 -4.34163 -4.52750 0.100
H 3.55931 -5.68868 -4.53903 0.101
H 1.46044 -4.73529 -3.67887 0.099
H -0.47320 -3.24727 -4.85741 0.116
H -2.39228 -4.77375 -5.04996 0.108
H -3.54488 -5.57684 -3.01188 0.107
H -2.77043 -4.84261 -0.77587 0.111
H -0.83587 -3.31657 -0.57977 0.031
H 0.46361 1.72178 -4.94766 0.100
H -0.03890 3.92104 -5.91559 0.106
H -2.16550 5.06226 -5.37253 0.101
H -3.80953 3.96906 -3.89048 0.109
H -3.32374 1.75100 -2.92144 0.118
H -3.31965 -1.67387 -2.30703 0.094
H -4.97114 -3.08355 -3.52159 0.112
H -4.84991 -3.27448 -5.98848 0.102
H -3.11838 -2.02946 -7.24263 0.100
H -1.51996 -0.58627 -6.03852 0.110
C -1.18682 3.37709 4.48475 -0.135
C -2.37886 2.67272 4.35550 -0.119
C -2.61028 1.84648 3.26728 -0.059
C -1.64784 1.68844 2.24871 -0.348
C -0.45556 2.42199 2.38936 -0.099
C -0.23153 3.23912 3.48426 -0.110
N -1.79705 0.79257 1.19877 -0.052
C -3.07318 0.51984 0.72713 -0.333
C -3.45622 -0.78568 0.37438 -0.085
C -4.73318 -1.06493 -0.08802 -0.128
C -5.67703 -0.05656 -0.24928 -0.133
C -5.30585 1.24686 0.06763 -0.110
C -4.03656 1.53159 0.54454 -0.057
H -1.01199 4.02145 5.33790 0.080
H -3.14217 2.75859 5.12257 0.088
H -3.53885 1.29282 3.20364 0.104
H 0.28662 2.36724 1.59878 0.052
H 0.70267 3.78867 3.54386 0.095
H -2.73366 -1.58104 0.49914 0.037
H -4.99286 -2.09255 -0.32651 0.092
H -6.67439 -0.27808 -0.60970 0.081
H -6.01432 2.05863 -0.06272 0.091
H -3.76364 2.55215 0.78033 0.099
C -1.16309 7.74699 -3.52893 -0.069
C -0.60433 6.46079 -2.97716 -0.304
C -1.35292 5.64803 -2.13688 -0.046
C -0.86866 4.44134 -1.64187 -0.296
C -1.74993 3.64341 -0.72302 -0.094
C 0.42866 4.00540 -1.99217 -0.539
Se 1.06487 2.29318 -1.43159 0.683
C 1.20838 4.84351 -2.81463 -0.318
C 2.61391 4.48837 -3.23280 -0.098
C 0.67997 6.04060 -3.29076 -0.049
H -2.08615 8.02345 -3.01637 0.067
H -1.39143 7.66411 -4.59632 0.066
H -0.45646 8.57247 -3.41427 0.070
H -2.35765 5.95726 -1.85723 0.112
H -2.79301 3.95912 -0.81950 0.073
H -1.44824 3.78492 0.31517 0.077
H -1.67126 2.56769 -0.90907 0.028
H 2.98618 3.64351 -2.65845 0.003
H 3.28118 5.34457 -3.09319 0.071
H 2.64661 4.21537 -4.29437 0.072
H 1.30338 6.66558 -3.92890 0.113
```

- LUMO level (Eh) = 0.078
- energy relative to the best compared isomer or geometry (same formula, charge and spin) (kJ/mol) = 28.2
- HOMO-LUMO gap (eV) = 5.76
- net charge = -1
- DFT total energy (eV) = -169856.2564
- HOMO energy (eV) = -3.637
- largest force on an atom (eV Å⁻¹) = 0.4